119
Properties=species:S:1:pos:R:3:forces:R:3 method="wB97M-V/def2-TZVPD" s2=2.010 de_lowest_ev=0.2496 spin_multiplicity=3 total_energy_ha=-5136.40690
Pd -0.09420 -0.28552 0.55610 0.22 0.03 0.41
C -6.59902 -0.57220 -0.94627 0.01 -0.03 -0.01
C -6.12232 -1.86850 -1.08753 0.02 0.00 0.00
C -4.75805 -2.12827 -1.02407 -0.02 0.05 0.09
C -3.85535 -1.08671 -0.81653 0.07 0.09 0.00
C -4.34499 0.21140 -0.67714 0.01 -0.01 -0.12
C -5.70495 0.47044 -0.74334 0.01 -0.01 0.00
P -2.01976 -1.24202 -0.82536 -0.01 -0.16 -0.37
C -1.72809 -3.03308 -0.99402 -0.13 0.00 0.04
C -2.25695 -3.88824 -0.02355 0.04 0.02 -0.04
C -2.07418 -5.25784 -0.12149 0.04 0.02 -0.03
C -1.34503 -5.78861 -1.18030 0.01 0.01 0.10
C -0.78944 -4.94448 -2.12642 -0.03 0.07 -0.05
C -0.97415 -3.56941 -2.03274 0.00 -0.06 0.00
C -1.70475 -0.62602 -2.54331 -0.02 0.07 -0.02
C -2.43206 -1.16413 -3.60855 0.00 0.04 0.03
C -2.23234 -0.71586 -4.90220 -0.03 -0.01 0.01
C -1.30661 0.29076 -5.14976 0.02 0.01 0.04
C -0.58681 0.83473 -4.09865 -0.05 -0.08 0.02
C -0.76667 0.38822 -2.78048 0.05 -0.02 -0.12
Si 0.13849 1.11150 -1.29761 -0.12 -0.06 0.19
C -0.76257 2.73005 -0.88917 -0.06 0.05 0.01
C -0.93003 3.73715 -1.84746 0.02 0.00 0.02
C -1.54830 4.93542 -1.53476 -0.01 0.00 0.00
C -2.00874 5.16085 -0.24148 0.02 -0.04 0.04
C -1.86407 4.17608 0.72083 -0.01 0.00 -0.07
C -1.26627 2.95068 0.39878 0.01 0.11 0.05
P -1.11366 1.60370 1.62936 -0.42 -0.11 -0.35
C -0.60996 2.46370 3.16116 0.23 -0.09 0.02
C 0.09651 3.66545 3.13477 -0.09 0.03 0.02
C 0.49870 4.27090 4.31765 0.02 -0.04 -0.03
C 0.22072 3.67115 5.53723 0.01 0.06 0.02
C -0.47280 2.46993 5.57263 -0.03 -0.04 -0.06
C -0.88836 1.87024 4.39293 0.05 -0.03 0.01
C -2.82156 1.09172 2.07690 -0.05 0.04 0.09
C -3.01295 -0.20527 2.55513 -0.04 0.08 -0.04
C -4.27392 -0.63437 2.95103 0.00 0.06 -0.02
C -5.35765 0.22770 2.87631 -0.01 -0.03 0.02
C -5.17621 1.52171 2.40946 0.07 0.05 0.00
C -3.91819 1.95244 2.01299 0.02 -0.05 0.09
C 1.95002 1.49726 -1.62521 0.10 -0.02 -0.01
C 2.38059 2.19254 -2.76270 0.06 0.01 0.04
C 3.72565 2.39478 -3.02335 -0.04 -0.02 0.02
C 4.67654 1.90234 -2.13917 0.00 -0.01 0.02
C 4.27337 1.24078 -0.99202 0.00 0.06 0.01
C 2.91866 1.03548 -0.71797 -0.02 0.13 -0.05
P 2.42734 0.22137 0.87183 0.27 -0.18 -0.20
C 3.59597 1.08557 2.01457 -0.04 -0.01 -0.05
C 3.21439 2.34669 2.45606 0.04 0.03 0.02
C 4.05037 3.11446 3.25232 0.00 0.01 0.03
C 5.29379 2.62230 3.62199 0.00 -0.03 -0.03
C 5.68826 1.36320 3.18908 0.00 0.00 0.00
C 4.84732 0.59669 2.39249 -0.03 0.03 0.05
C 3.23261 -1.41037 0.76411 0.00 -0.01 0.03
C 3.72562 -1.93014 -0.42642 0.04 -0.03 -0.02
C 4.41278 -3.13955 -0.42942 -0.03 -0.02 -0.06
C 4.60227 -3.83684 0.75207 -0.07 -0.06 0.06
C 4.08036 -3.33954 1.94253 -0.04 0.00 -0.03
C 3.39155 -2.13734 1.94711 -0.03 -0.08 -0.09
H -7.66380 -0.37627 -0.99834 0.05 0.00 0.00
H -6.81466 -2.68480 -1.26007 0.04 0.03 0.03
H -4.40411 -3.14318 -1.13635 0.02 -0.03 -0.04
H -3.64650 1.02894 -0.53346 -0.05 0.01 -0.03
H -6.06886 1.48525 -0.62752 0.04 -0.05 -0.02
H -2.81152 -3.47293 0.80962 0.00 -0.03 0.02
H -2.49053 -5.91422 0.63307 0.01 0.03 0.00
H -1.18591 -6.85796 -1.24784 -0.01 0.02 -0.01
H -0.20690 -5.35713 -2.94211 -0.01 0.04 0.05
H -0.53935 -2.91661 -2.77889 0.01 -0.03 -0.01
H -3.15602 -1.94813 -3.42636 -0.04 -0.02 0.04
H -2.79930 -1.15008 -5.71734 0.02 0.02 0.03
H -1.14988 0.64922 -6.16064 0.00 -0.01 0.04
H 0.13150 1.61750 -4.31519 -0.06 -0.08 0.00
H -0.56744 3.58297 -2.86010 -0.03 0.00 0.07
H -1.66605 5.70126 -2.29280 0.01 -0.03 0.03
H -2.47475 6.10423 0.01581 0.01 -0.03 -0.01
H -2.20442 4.36669 1.73142 0.01 0.01 -0.01
H 0.30306 4.14938 2.18852 0.08 -0.01 0.01
H 1.03186 5.21306 4.28479 -0.01 -0.01 -0.01
H 0.53738 4.14335 6.46008 -0.01 -0.03 -0.05
H -0.69567 2.00046 6.52215 0.00 -0.01 -0.02
H -1.43604 0.93653 4.42808 0.02 0.00 0.04
H -2.17946 -0.89219 2.62290 0.05 -0.07 -0.04
H -4.40592 -1.64664 3.31290 0.03 0.02 0.00
H -6.34318 -0.10683 3.17962 0.05 0.01 -0.03
H -6.02072 2.19763 2.34264 0.04 -0.01 0.00
H -3.80269 2.95757 1.63443 -0.03 0.01 -0.01
H 1.65462 2.59240 -3.46189 0.06 0.00 0.06
H 4.03369 2.93113 -3.91256 -0.01 -0.01 0.01
H 5.73221 2.04294 -2.33749 -0.03 0.00 0.01
H 5.02699 0.88347 -0.30205 -0.01 -0.02 0.05
H 2.25119 2.73058 2.16134 -0.16 0.10 0.00
H 3.72884 4.09266 3.59099 0.00 -0.04 -0.03
H 5.95402 3.21426 4.24364 -0.02 -0.01 -0.01
H 6.66062 0.97350 3.46901 -0.06 0.01 -0.01
H 5.17119 -0.38371 2.07255 0.02 0.00 -0.03
H 3.59519 -1.38070 -1.35075 0.01 -0.05 0.00
H 4.80441 -3.53644 -1.35924 -0.04 0.03 0.03
H 5.13701 -4.77945 0.74666 -0.02 0.03 0.01
H 4.20434 -3.89623 2.86392 -0.01 0.01 -0.01
H 2.97613 -1.75411 2.87186 0.01 -0.02 0.02
S 2.23601 -7.38773 3.53594 0.05 0.01 -0.06
C 1.62932 -6.08587 2.70263 -0.08 0.09 -0.30
S 0.91767 -4.74878 3.55214 -0.04 0.14 0.03
C 0.63464 -3.89158 2.05043 0.32 -0.23 -0.16
N 1.02665 -4.55558 1.02049 0.05 -0.19 -0.16
N 1.56562 -5.79339 1.37210 0.05 0.01 -0.08
C 2.01272 -6.58538 0.25684 -0.02 0.14 -0.02
C 2.13168 -5.96384 -0.99159 0.07 0.03 0.21
C 2.54532 -6.68580 -2.09771 -0.02 0.05 0.02
C 2.84348 -8.03768 -1.99152 0.00 0.00 -0.01
C 2.71450 -8.65195 -0.75858 -0.03 0.00 0.08
C 2.30173 -7.94140 0.36468 -0.02 -0.07 -0.01
S -0.08646 -2.34088 2.08562 -0.29 0.31 0.47
H 1.89216 -4.91740 -1.07415 0.00 0.08 -0.02
H 2.63060 -6.18178 -3.05446 0.01 -0.01 0.05
H 3.16923 -8.60164 -2.85763 -0.02 0.03 0.04
H 2.93165 -9.70711 -0.65178 0.01 0.00 0.00
H 2.20867 -8.44728 1.30988 -0.01 0.02 0.02